Entry 1:
Entry from OMol25: a molecular structure, C30H48IrP2Se (the ωB97M-V functional and the def2-TZVPD basis).

ΔE to the lowest compared entry with this formula, charge and spin, eV: 0.000
Frontier orbital gap (spin up / spin down), hartree: 0.3013 / 0.1882
Spin multiplicity: 6
Net charge: +2
Energy, hartree: -4359.57766

```
82
Properties=species:S:1:pos:R:3:lowdin_charge:R:1
Ir -0.184 -0.751 -2.411 1.094
C -0.574 -2.187 1.883 -0.146
C 0.802 -2.281 1.541 -0.119
C 0.629 -0.890 3.369 -0.163
C -0.679 -1.366 3.038 -0.220
C 1.527 -1.404 2.407 -0.153
C -1.719 -2.960 1.364 0.005
H -1.487 -3.381 0.389 0.055
H -2.588 -2.298 1.271 0.099
H -2.027 -3.783 2.032 0.128
C -1.866 -1.306 3.905 -0.005
H -2.803 -1.453 3.350 0.098
H -1.958 -0.367 4.462 0.072
H -1.791 -2.120 4.650 0.130
C 1.022 -0.245 4.637 0.015
H 1.352 -1.032 5.338 0.128
H 0.192 0.290 5.113 0.085
H 1.860 0.454 4.509 0.098
C 2.995 -1.222 2.400 0.001
H 3.495 -1.964 3.042 0.126
H 3.278 -0.232 2.772 0.085
H 3.382 -1.339 1.383 0.078
C 1.494 -3.275 0.676 0.005
H 2.017 -4.025 1.304 0.127
H 2.277 -2.788 0.072 0.099
H 0.800 -3.823 0.028 0.074
C -1.752 0.574 -3.949 -0.382
C -1.593 -0.919 -3.833 -0.399
C -0.974 -1.840 -4.852 -0.185
C 0.577 -1.715 -4.958 -0.156
C 1.219 -1.024 -3.774 -0.353
C 1.152 0.396 -3.580 -0.314
C 0.626 1.379 -4.568 -0.175
C -0.851 1.211 -5.012 -0.153
H -1.450 -1.622 -5.813 0.123
H 0.824 -1.171 -5.879 0.119
H -1.221 -2.877 -4.565 0.110
H -0.887 0.587 -5.934 0.126
H -2.812 0.872 -4.109 0.121
H -2.516 -1.340 -3.436 0.100
H -1.264 2.216 -5.227 0.126
H 0.752 2.406 -4.195 0.101
H 2.053 0.805 -3.110 0.067
H 1.248 1.393 -5.480 0.142
H 1.007 -2.724 -5.040 0.124
H 2.113 -1.470 -3.347 0.103
P -1.582 0.980 -2.041 0.861
P 1.510 1.023 -0.392 0.806
C -0.731 2.562 -1.739 -0.384
C 0.729 2.547 -1.239 -0.389
H -1.414 3.022 -1.014 0.068
H -0.843 3.181 -2.644 0.098
H 1.394 2.822 -2.063 0.077
H 0.745 3.302 -0.455 0.062
C 2.314 1.885 1.030 -0.292
H 2.015 1.354 1.942 -0.004
H 1.985 2.930 1.074 0.037
H 3.408 1.834 0.907 0.054
C 3.160 0.487 -1.108 -0.287
H 3.623 1.320 -1.647 0.060
H 3.064 -0.383 -1.772 0.014
H 3.809 0.182 -0.277 0.031
C -3.113 0.333 -1.325 -0.237
H -2.943 -0.717 -1.027 0.033
H -3.951 0.394 -2.041 0.073
H -3.326 0.926 -0.427 0.020
C -0.813 -2.552 -1.867 -0.230
H -0.318 -2.896 -0.959 -0.048
H -0.623 -3.212 -2.720 0.038
H -1.897 -2.458 -1.719 0.023
Se -1.065 1.221 1.444 0.957
C -1.083 2.146 3.049 -0.622
C -2.189 2.093 3.934 -0.133
C -2.076 2.556 5.239 -0.059
C -0.881 3.141 5.682 -0.038
C 0.188 3.301 4.788 -0.061
C 0.055 2.888 3.465 -0.116
H -3.103 1.630 3.558 0.109
H -2.936 2.450 5.902 0.122
H -0.795 3.481 6.717 0.124
H 1.124 3.768 5.120 0.124
H 0.861 3.069 2.759 0.072
```

Entry 2:
Entry from OMol25: a molecular structure, C30H48P2Ti (the ωB97M-V functional and the def2-TZVPD basis).

ΔE to the lowest compared entry with this formula, charge and spin, eV: 11.059
Frontier orbital gap (spin up / spin down), hartree: 0.1796 / 0.1844
Spin multiplicity: 2
Net charge: +1
Energy, hartree: -2703.42126

```
81
Properties=species:S:1:pos:R:3:lowdin_charge:R:1
Ti -0.007 -0.154 0.197 0.559
C -0.661 -1.912 1.957 -0.281
C 0.741 -2.049 1.492 -0.355
C 0.711 -0.830 3.476 -0.229
C -0.632 -1.188 3.179 -0.232
C 1.543 -1.248 2.412 -0.270
C -1.761 -2.842 1.607 -0.064
H -1.464 -3.563 0.841 0.059
H -2.663 -2.315 1.270 0.068
H -2.056 -3.442 2.483 0.094
C -1.760 -1.053 4.131 -0.011
H -2.520 -1.800 3.888 0.075
H -2.232 -0.062 4.114 0.085
H -1.406 -1.248 5.153 0.093
C 1.200 -0.384 4.814 -0.029
H 0.986 -1.168 5.554 0.096
H 0.739 0.533 5.190 0.077
H 2.281 -0.223 4.806 0.076
C 3.013 -1.340 2.550 -0.061
H 3.264 -2.000 3.396 0.103
H 3.494 -0.372 2.743 0.066
H 3.464 -1.776 1.657 0.070
C 1.282 -3.292 0.877 -0.068
H 1.701 -3.941 1.658 0.104
H 2.090 -3.086 0.165 0.076
H 0.500 -3.869 0.381 0.065
C -1.635 0.650 -3.541 -0.127
C -1.644 -0.731 -3.335 -0.311
C -1.006 -1.602 -4.436 -0.131
C 0.532 -1.375 -4.566 -0.154
C 1.182 -0.784 -3.360 -0.143
C 1.382 0.547 -3.218 -0.148
C 0.725 1.612 -4.075 -0.125
C -0.758 1.312 -4.500 -0.146
H -1.517 -1.368 -5.396 0.138
H 0.704 -0.698 -5.405 0.111
H -1.203 -2.675 -4.254 0.125
H -0.745 0.747 -5.441 0.115
H -2.376 1.288 -3.061 0.128
H -2.508 -1.322 -2.953 0.114
H -1.217 2.296 -4.716 0.138
H 0.727 2.578 -3.559 0.113
H 2.241 0.892 -2.642 0.078
H 1.331 1.745 -4.979 0.133
H 1.020 -2.342 -4.791 0.134
H 1.692 -1.497 -2.700 0.109
P -1.631 -0.515 -1.344 0.887
P 2.043 1.107 0.249 0.837
C -0.410 1.257 -1.292 -0.402
C 0.775 2.055 -0.738 -0.349
H -1.178 1.988 -1.610 0.095
H 0.001 0.745 -2.187 -0.006
H 1.361 2.441 -1.576 0.074
H 0.423 2.908 -0.138 0.096
C 2.745 2.307 1.380 -0.219
H 3.357 1.773 2.128 0.048
H 1.930 2.856 1.886 0.063
H 3.360 2.990 0.767 0.061
C 3.370 0.310 -0.665 -0.253
H 3.749 0.999 -1.442 0.053
H 3.023 -0.643 -1.130 0.044
H 4.169 0.061 0.066 0.065
C -3.380 -0.286 -1.059 -0.164
H -3.719 -1.185 -0.532 0.071
H -3.791 -0.199 -2.070 0.054
H -3.605 0.598 -0.453 0.072
C -0.478 -1.938 -1.403 -0.217
H 0.484 -1.918 -0.857 0.034
H -0.178 -2.039 -2.449 0.015
H -1.029 -2.851 -1.178 0.091
C -2.040 3.972 2.897 -0.105
C -1.375 3.025 3.673 -0.082
C -0.870 1.850 3.070 -0.145
C -1.060 1.536 1.720 -0.129
C -1.825 2.450 1.018 -0.202
C -2.227 3.697 1.539 -0.095
H -2.403 4.906 3.350 0.105
H -1.231 3.168 4.745 0.102
H -0.309 1.178 3.701 0.039
H -2.131 2.322 -0.020 0.050
H -2.694 4.430 0.886 0.095
```

Entry 3:
Entry from OMol25: a molecular structure, C30H49Cl2OsP (the ωB97M-V functional and the def2-TZVPD basis).

ΔE to the lowest compared entry with this formula, charge and spin, eV: 0.627
Frontier orbital gap (spin up / spin down), hartree: 0.0440 / 0.2304
Spin multiplicity: 5
Net charge: -2
Energy, hartree: -2524.76754

```
83
Properties=species:S:1:pos:R:3:lowdin_charge:R:1
P 0.164 -0.561 -0.639 1.076
C 1.507 -0.160 -1.982 -0.402
C 1.489 -0.873 -3.350 -0.230
C 2.710 -0.545 -4.229 -0.267
C 2.933 0.970 -4.393 -0.293
C 2.896 1.723 -3.056 -0.222
C 1.671 1.346 -2.207 -0.227
C -1.363 0.202 -1.564 -0.412
C -1.580 0.136 -3.073 -0.239
C -2.930 0.780 -3.458 -0.264
C -3.111 2.212 -2.922 -0.246
C -2.750 2.332 -1.439 -0.218
C -1.425 1.654 -1.141 -0.257
C -0.181 -2.288 -1.234 -0.494
C 1.022 -3.226 -1.098 -0.242
C 0.747 -4.440 -1.996 -0.232
C -0.573 -5.140 -1.633 -0.216
C -1.752 -4.194 -1.350 -0.213
C -1.375 -2.935 -0.552 -0.257
H 2.379 -0.541 -1.421 0.086
H 0.599 -0.599 -3.930 0.074
H 1.439 -1.958 -3.229 0.077
H 2.578 -1.001 -5.228 0.058
H 3.610 -0.999 -3.781 0.099
H 3.905 1.125 -4.882 0.076
H 2.160 1.375 -5.067 0.069
H 3.811 1.481 -2.498 0.104
H 2.905 2.805 -3.251 0.089
H 1.716 1.878 -1.252 0.107
H 0.787 1.732 -2.726 0.082
H -2.172 -0.360 -1.070 0.095
H -3.738 0.161 -3.042 0.096
H -1.543 -0.894 -3.450 0.080
H -0.783 0.690 -3.584 0.085
H -3.048 0.792 -4.552 0.062
H -4.148 2.541 -3.079 0.087
H -2.472 2.905 -3.492 0.092
H -2.700 3.388 -1.143 0.095
H -3.539 1.869 -0.831 0.108
H -1.263 1.680 -0.075 0.032
H -0.616 2.252 -1.572 0.105
H -0.407 -2.173 -2.307 0.088
H 1.963 -2.732 -1.379 0.089
H 1.119 -3.537 -0.049 0.088
H 0.714 -4.119 -3.052 0.085
H 1.584 -5.142 -1.906 0.093
H -0.399 -5.789 -0.766 0.102
H -0.854 -5.825 -2.440 0.086
H -2.535 -4.733 -0.807 0.095
H -2.194 -3.872 -2.307 0.091
H -2.232 -2.253 -0.481 0.089
H -1.094 -3.180 0.480 0.021
Os 0.475 -0.213 2.586 0.728
Cl -1.162 -1.904 2.586 -0.117
Cl 2.226 -1.444 1.660 -0.099
C 1.187 1.575 2.578 -0.309
H 2.225 1.830 2.865 0.032
C -1.642 4.623 1.515 -0.130
C -0.334 5.014 1.861 -0.128
C 0.664 4.077 2.141 -0.066
C 0.322 2.686 2.170 -0.340
C -1.002 2.309 1.851 -0.143
C -1.969 3.268 1.515 -0.123
H -2.389 5.371 1.241 0.084
H -0.097 6.078 1.917 0.082
H 1.721 4.335 2.333 0.100
H -1.167 1.191 1.807 0.052
H -2.969 2.925 1.277 0.096
C -0.642 0.260 5.338 -0.106
C 0.743 -0.345 5.593 -0.650
C 1.717 0.537 6.405 -0.068
C 0.541 -1.652 6.371 -0.089
C 1.297 -0.663 4.199 -0.355
H -0.825 1.059 6.050 0.071
H -1.399 -0.514 5.454 0.063
H -0.716 0.636 4.293 0.007
H 1.318 0.775 7.401 0.072
H 2.675 0.026 6.581 0.072
H 1.929 1.473 5.886 0.074
H -0.064 -2.351 5.790 0.075
H 1.486 -2.143 6.618 0.071
H 0.028 -1.475 7.324 0.077
H 2.191 -1.305 4.279 0.036
```

- What is the net charge in the third record?
  -2